C17H19AsBrN3OReS5 as an isolated structure. Source: the Open Molecules 2025 dataset; level of theory: ωB97M-V with the def2-TZVPD basis set.

Positions of all 48 atoms, in Å:
Re 1.11319 1.05402 -1.59703
Br 0.92409 6.79832 -2.02556
As 3.08000 1.05087 -4.08250
S 0.91728 1.14065 -3.95879
S 4.24585 -0.13061 -5.40257
S 4.37057 2.06401 -5.43330
S 1.57946 0.85852 0.66266
S 3.35559 1.09585 -1.88822
O 0.21378 -0.53848 -1.50451
N 0.22997 -0.14259 2.70059
N 0.14936 2.84595 -1.41363
N -0.34908 -1.11951 0.72495
C -1.78279 -3.34702 -0.26136
C -1.89572 3.95877 -0.98945
C 0.02692 -2.50964 3.51754
C -1.87639 -3.69144 -3.03403
C -0.39107 -1.35811 -0.53429
C 0.34820 -0.19800 1.40664
C 0.05610 5.20862 -1.63468
C 2.22291 0.26025 4.15604
C 0.94569 0.83469 3.56835
C -2.48304 -4.40504 -0.79557
C -1.17234 -2.62936 -2.51219
C -2.53054 -4.57477 -2.17750
C -1.15635 2.80303 -1.05422
C -1.29028 5.17634 -1.27836
C -0.63490 -1.14451 3.40882
C 0.75600 4.02205 -1.70522
C -1.11758 -2.44592 -1.11594
H 1.79994 3.99713 -1.98484
H 2.01684 -0.58681 4.80722
H 0.24611 -2.92905 2.53642
H -0.82751 -0.71638 4.38866
H -1.73753 -3.20704 0.80968
H -3.08602 -5.40630 -2.59241
H -2.99300 -5.10308 -0.14647
H -1.92313 -3.84152 -4.10352
H 0.94581 -2.47152 4.09832
H 2.92218 -0.05710 3.38123
H 0.23449 1.10063 4.34772
H -1.57876 -1.19766 2.87119
H -1.58317 1.83335 -0.82591
H -0.66157 -3.18159 4.02942
H -1.85793 6.09733 -1.22650
H 2.70519 1.03072 4.75636
H 1.12781 1.74147 2.99502
H -2.93922 3.90674 -0.70961
H -0.66538 -1.94622 -3.17865

Values from the calculation:
Electronic energy in Ha: -7776.736371
Net charge: +3
HOMO energy (spin up / spin down) in Ha: -0.6349 / -0.6340

Löwdin atomic charge list, values in e, 2 entries: Re 0.857; Br 0.941



C17H19BN6O3Pt as an isolated structure. Source: the Open Molecules 2025 dataset; level of theory: ωB97M-V with the def2-TZVPD basis set.

Positions of all 47 atoms, in Å:
Pt 0.47440 -0.24385 -0.40377
O 0.69341 -1.07334 2.16964
O -2.13729 1.94409 2.93599
O -0.53282 0.60891 1.33651
N 1.14330 1.81600 -2.46692
N -0.75199 -0.34362 -2.66482
N 1.83270 -0.88537 -1.60916
N -0.07694 0.12740 -3.75494
N 0.75849 1.53978 -1.17360
N 2.13343 -0.45569 -2.87144
C 0.71701 2.68869 -0.45930
C -1.58476 1.21191 3.93042
C -2.02610 -0.61744 -4.49936
C 1.00524 3.71977 -1.33640
C -0.35941 -0.72040 4.76068
C -0.81038 -0.43546 6.05275
C -1.61056 0.68728 6.28959
C -0.82645 -0.01546 -4.88097
C 3.58298 -2.04624 -2.30834
C 2.74777 -1.81584 -1.22821
C -1.68551 -3.14341 1.21595
C -2.01116 1.49534 5.23454
C -0.67434 0.14556 3.70774
C 1.25688 3.14991 -2.57879
C -0.11212 -0.13207 2.34877
C 3.16927 -1.18609 -3.32440
C -1.92928 -0.79892 -3.10106
B 1.34884 0.70158 -3.53979
H -2.02372 -3.33287 2.23724
H 2.71958 -2.20845 -0.22673
H -2.34146 -3.69847 0.54214
H 4.39850 -2.74574 -2.34778
H -0.44389 0.30199 -5.83912
H -0.65717 -3.47696 1.10537
H -1.66990 1.72795 2.08793
H -0.54100 -1.08347 6.88881
H -2.66804 2.34413 5.38102
H 3.52087 -1.03222 -4.32843
H -1.72531 -2.06993 0.98707
H -2.84364 -0.87013 -5.14672
H -1.93006 0.93971 7.30047
H 1.02771 4.75880 -1.07444
H 0.23825 -1.61385 4.55578
H 0.49170 2.66500 0.59443
H 1.85849 1.10604 -4.54500
H -2.65553 -1.22281 -2.42232
H 1.50995 3.58825 -3.53109

Values from the calculation:
Spin multiplicity: 3
Electronic energy in Ha: -1357.646000
HOMO energy (spin up / spin down) in Ha: -0.2775 / -0.3037

Löwdin atomic charge list, values in e, 2 entries: Pt 1.329; O -0.050



C17H19BrN2O3Pd as an isolated structure. Source: the Open Molecules 2025 dataset; level of theory: ωB97M-V with the def2-TZVPD basis set.

Positions of all 43 atoms, in Å:
Pd 0.06694 -0.10080 -2.51018
Br 5.90474 -0.25740 1.04972
O 0.09844 -0.10080 -0.60278
O -1.87116 -0.10080 -2.51018
O 1.97194 -0.10080 -2.47868
N 1.23294 -0.17460 3.65692
N -0.56636 -0.05860 2.40172
C 3.09684 -0.18560 1.54242
C -2.39666 -0.05510 5.63852
C 1.71914 -0.14560 1.23112
C -3.02926 1.44450 -3.91728
C 0.12564 -0.13850 4.46102
C 0.02394 -0.15670 5.85852
C -3.03516 -1.03640 -4.37528
C -2.23096 0.14520 -3.83808
C 0.80914 -0.13030 2.39982
C 2.38664 -0.13300 -1.15458
C -1.25106 -0.11380 6.43682
C 1.37694 -0.12520 -0.13478
C 3.73334 -0.17290 -0.78958
C -1.02536 -0.07390 3.69542
C 2.96604 -0.08650 -3.49348
C -2.31016 -0.03250 4.24112
C 4.07914 -0.20050 0.55452
H -2.41616 2.28650 -3.53148
H -1.30976 0.25590 -4.44988
H 3.40844 -0.20580 2.58742
H -3.31106 -0.86240 -5.43728
H -3.96186 -1.17850 -3.77878
H 3.56444 -1.00310 -3.47228
H 3.59774 0.80430 -3.41598
H -1.34696 -0.12710 7.52002
H -3.37566 -0.02500 6.11312
H 0.06694 1.59100 -2.51018
H 4.52634 -0.18460 -1.52838
H 0.91814 -0.20250 6.46982
H 2.45524 -0.04680 -4.46038
H -3.95576 1.36850 -3.30858
H -2.42636 -1.96350 -4.31598
H -3.30506 1.66240 -4.97118
H -1.17426 0.00740 1.60852
H -0.62986 -0.10090 -0.10508
H -3.20026 0.01470 3.62372

Values from the calculation:
Spin multiplicity: 3
Electronic energy in Ha: -3696.112526
HOMO energy (spin up / spin down) in Ha: -0.2231 / -0.2835

Löwdin atomic charge list, values in e, 2 entries: Pd 0.835; Br 0.764